C25H38ClMoN6O5 | wB97M-V/def2-TZVPD

Atoms and positions in Å:
Mo 0.2296 -0.0287 0.0364
N 2.3747 0.2181 -0.1152
C 3.1520 -0.3621 1.0272
C 2.4665 -1.6567 1.3846
N 1.0508 -1.2946 1.6469
H 2.6241 -0.2708 -0.9776
H 2.6473 1.1876 -0.2704
H 3.1009 0.3455 1.8561
H 4.1938 -0.4979 0.7417
H 2.9153 -2.1273 2.2589
H 2.4959 -2.3645 0.5560
H 1.0209 -0.7525 2.5162
H 0.4810 -2.1279 1.7714
C 0.8076 0.6826 -4.3486
C 0.0813 0.8919 -3.0646
O 0.4084 0.2179 -2.0398
N -0.8922 1.7795 -3.0018
C -1.5747 2.1203 -1.7545
C -0.6665 2.8896 -0.8291
C -0.7198 4.2707 -0.8028
C 0.1588 4.9833 0.0009
C 1.0652 4.2770 0.7727
C 1.0531 2.8976 0.7155
N 0.2195 2.1972 -0.0790
H 1.2177 -0.3230 -4.3811
H 1.6332 1.3966 -4.4069
H 0.1610 0.8475 -5.2091
H -1.1260 2.2933 -3.8405
H -1.9515 1.2050 -1.2911
H -2.4472 2.7178 -2.0061
H -1.4520 4.7866 -1.4097
H 0.1260 6.0645 0.0294
H 1.7596 4.7750 1.4348
H 1.6985 2.3268 1.3699
C -1.5656 4.1702 3.7144
C -1.4340 3.7606 5.1640
C -1.3924 4.8122 6.0842
C -1.2590 4.6018 7.4433
Cl -1.2087 5.9512 8.5145
C -1.1607 3.3113 7.9416
C -1.2087 2.2562 7.0567
C -1.3467 2.4652 5.6865
O -1.3686 1.2405 5.0062
C -1.7830 1.0495 3.7057
C -0.6037 0.9433 2.7575
O 0.5470 1.2181 3.0093
O -0.9309 0.4445 1.5455
H -1.3603 5.2371 3.6368
H -2.5733 4.0184 3.3201
H -0.8509 3.6650 3.0644
H -1.4636 5.8289 5.7205
H -1.0552 3.1395 9.0031
H -1.1499 1.2382 7.4159
H -2.4865 1.7895 3.3253
H -2.2991 0.0848 3.6599
C -2.5098 -1.5352 -0.4389
N -1.9142 -2.5001 -1.3353
C -2.8514 -3.4099 -2.0329
C -2.2519 -4.7970 -2.1110
C -0.8892 -4.7079 -2.7580
N -0.0638 -3.6874 -2.0837
C 1.3804 -3.8517 -2.2410
C -0.5902 -2.7075 -1.3663
O 0.2163 -1.9482 -0.6790
H -2.7987 -1.9626 0.5235
H -3.3762 -1.0719 -0.9085
H -1.8020 -0.7211 -0.2243
H -3.0633 -3.0080 -3.0260
H -3.7803 -3.4140 -1.4652
H -2.8967 -5.4507 -2.6958
H -2.1704 -5.2257 -1.1102
H -0.9626 -4.4508 -3.8174
H -0.3526 -5.6525 -2.6811
H 1.7360 -4.6765 -1.6225
H 1.8998 -2.9382 -1.9732
H 1.5884 -4.0847 -3.2842

Calculated values
charge	+3
⟨S²⟩	2.01
multiplicity	3
LUMO energy (alpha / beta)	-0.368 / -0.375	Ha
Kohn-Sham gap (alpha / beta)	3.8094 / 3.6198	eV
E_tot	-60076.1722	eV

=====

C25H38IN6O | wB97M-V/def2-TZVPD

Atoms and positions in Å:
C 3.3359 0.1674 -1.1971
C 2.4323 0.2418 0.0626
C 2.4337 1.6874 0.6449
I 2.3308 1.6187 2.7994
N 1.2915 2.3998 0.0323
C 1.3263 2.9635 -1.1603
N 0.1097 3.4546 -1.3802
C -0.7204 3.2005 -0.3212
C -2.1865 3.5289 -0.1579
C -2.9073 2.7408 0.9576
C -3.5988 1.4177 0.5170
C -2.7136 0.4353 -0.2874
N -3.1902 0.0897 -1.6475
C -3.5532 1.2468 -2.4707
C -2.1396 -0.6409 -2.3202
C -0.9310 0.0673 -2.9676
O -2.1659 -1.8484 -2.3697
C 0.0413 2.5254 0.5946
H 2.8390 0.7635 -1.9797
H 3.4442 -0.8516 -1.5823
H 4.3209 0.6189 -1.0139
H 2.7640 -0.4900 0.8037
H 1.4140 0.0195 -0.2858
H 3.3506 2.2256 0.3922
H 2.2068 2.9724 -1.7886
H -0.1839 3.9227 -2.2285
H -2.2203 4.5908 0.1453
H -2.7289 3.4989 -1.1115
H -3.7082 3.4037 1.3163
H -2.2841 2.5466 1.8391
H -4.5550 1.6491 0.0315
H -3.8835 0.9064 1.4479
H -2.7035 -0.5133 0.2711
H -1.6532 0.7448 -0.3564
H -3.8292 0.8590 -3.4642
H -2.7212 1.9560 -2.6587
H -4.4353 1.7832 -2.1102
H -0.1066 -0.6358 -3.1043
H -1.2217 0.5169 -3.9287
H -0.6124 0.9193 -2.3391
H -0.2945 2.1409 1.5441
N 3.9209 3.0991 5.5363
C 3.4754 2.8872 6.8151
C 4.2176 3.6732 7.6538
C 5.1443 4.3921 6.8518
C 4.9358 4.0192 5.5517
H 3.5593 2.6497 4.7125
H 2.6728 2.1969 7.0153
H 4.1089 3.7289 8.7242
H 5.8795 5.1021 7.1922
H 5.4195 4.3259 4.6395
N -4.6157 -6.3156 -0.7679
C -3.8780 -6.0196 0.3438
C -3.2262 -4.8363 0.1125
C -3.5893 -4.3976 -1.1904
C -4.4492 -5.3308 -1.7053
H -5.1914 -7.1298 -0.8798
H -3.8794 -6.6739 1.1992
H -2.5626 -4.3392 0.8020
H -3.2580 -3.5022 -1.6882
H -4.9550 -5.3808 -2.6548
N 2.3056 -4.2434 -1.6155
C 1.3603 -3.6469 -2.4068
C 1.8225 -3.6585 -3.6963
C 3.0946 -4.2918 -3.6840
C 3.3630 -4.6435 -2.3880
H 2.2338 -4.3697 -0.6227
H 0.4436 -3.2673 -1.9844
H 1.3058 -3.2599 -4.5541
H 3.7372 -4.4700 -4.5303
H 4.2115 -5.1414 -1.9498

Calculated values
charge	+1
LUMO energy	-0.124	Ha
Kohn-Sham gap	6.1149	eV
E_tot	-45622.2855	eV

=====

C25H38N2P | wB97M-V/def2-TZVPD

Atoms and positions in Å:
C 0.9934 4.8113 -4.0972
C 0.1296 3.6996 -3.5779
C 0.1115 2.4413 -4.1930
C -0.6208 1.4067 -3.6368
C -1.3998 1.6315 -2.4871
C -1.9112 0.4106 -1.7823
C -2.8976 0.4832 -0.6402
C -4.0212 -0.3489 -0.6701
C -4.9604 -0.3069 0.3593
C -4.7590 0.5556 1.4496
C -3.6204 1.3637 1.4978
C -2.6702 1.3050 0.4679
C -1.5036 2.9131 -1.9608
C -0.6898 3.9236 -2.4640
H 1.2509 5.4987 -3.2806
H 1.9254 4.4069 -4.5178
H 0.4957 5.3978 -4.8830
H 0.7118 2.2821 -5.0942
H -0.5331 0.3951 -4.0480
H -2.3057 -0.2913 -2.5291
H -4.1673 -1.0251 -1.5191
H -5.8531 -0.9295 0.3154
H -5.4913 0.6044 2.2582
H -3.4655 2.0560 2.3269
H -1.7608 1.9029 0.5250
H -2.1664 3.1112 -1.1173
H -0.6700 4.9001 -1.9791
C 4.5317 -0.1127 0.0369
C 3.4868 -1.1849 0.2896
C 3.7599 -2.4193 -0.5718
C 3.4577 -1.5818 1.7648
N 2.1602 -0.6579 -0.1248
C 1.8138 0.7378 0.1994
C 1.2529 0.8615 1.6004
C 0.1197 -0.0913 1.9544
N 0.1129 -1.3942 1.2818
C -0.7096 -2.4693 1.9090
C 0.0008 -2.9596 3.1724
C -0.8850 -3.6250 0.9236
C -2.0716 -1.8983 2.2742
P 1.0003 -1.8189 -0.0387
H -1.0112 -0.0419 -1.3864
H 4.4274 0.7334 0.7258
H 5.5249 -0.5428 0.1964
H 4.4657 0.2555 -0.9940
H 3.0600 -3.2475 -0.3692
H 3.6830 -2.1564 -1.6341
H 4.7726 -2.7920 -0.3796
H 2.6718 -2.3207 1.9941
H 4.4200 -2.0351 2.0286
H 3.3174 -0.7063 2.4099
H 2.7367 1.3174 0.1340
H 1.1052 1.1372 -0.5512
H 2.0712 0.7477 2.3250
H 0.8781 1.8829 1.7369
H 0.1164 -0.2694 3.0355
H -0.8422 0.3963 1.7306
H 0.1581 -2.1336 3.8802
H -0.6257 -3.7169 3.6657
H 0.9684 -3.4214 2.9307
H -1.3871 -3.2889 0.0074
H 0.0760 -4.0869 0.6501
H -1.5025 -4.4110 1.3763
H -2.5285 -1.4212 1.3948
H -2.7361 -2.7064 2.6178
H -2.0011 -1.1566 3.0810

Calculated values
charge	+1
LUMO energy	-0.166	Ha
Kohn-Sham gap	6.3925	eV
E_tot	-38805.0258	eV

=====

C25H38NOW | wB97M-V/def2-TZVPD

Atoms and positions in Å:
C -2.1012 0.2929 -0.5911
C -1.3634 -0.1498 -1.7417
C -0.5600 0.9500 -2.2034
C -0.7852 2.0758 -1.3325
C -1.7343 1.6576 -0.3330
W 0.0540 0.5108 -0.1895
C 1.9320 0.7903 1.5864
C 0.8585 0.0118 2.0101
H 1.0625 -0.9628 2.4481
C -0.4967 0.5117 2.0045
H -0.6108 1.5150 2.4245
H -1.2402 -0.1682 2.4354
C 3.3112 0.1858 1.5965
H 3.2865 -0.9122 1.5718
H 3.8692 0.5211 0.7154
H 3.8853 0.4877 2.4891
C 1.8285 2.2697 1.5213
H 0.7993 2.6476 1.5321
H 2.3556 2.7501 2.3632
H 2.3106 2.6268 0.6017
C -1.6185 -1.4027 -2.5186
H -1.9328 -2.2351 -1.8752
H -2.4083 -1.2715 -3.2831
H -0.7181 -1.7245 -3.0575
C 0.2175 0.9427 -3.4729
H 0.6798 -0.0365 -3.6574
H -0.4310 1.1830 -4.3267
H 1.0184 1.6891 -3.4317
C -0.0759 3.3813 -1.3764
H 0.9589 3.2854 -1.7439
H -0.6474 4.0100 -2.0717
H -0.0360 3.8557 -0.3805
C -2.3700 2.5450 0.6886
H -1.6303 3.2174 1.1410
H -3.1221 3.1627 0.1794
H -2.8636 1.9739 1.4849
C -3.2778 -0.4163 -0.0025
H -3.4549 -0.1092 1.0375
H -4.2093 -0.2102 -0.5611
H -3.1422 -1.5046 -0.0033
C 1.9398 -0.3002 -1.1553
C 2.3781 -1.6119 -1.2605
C 2.6750 0.7582 -1.7039
C 3.5416 -1.8636 -2.0125
H 1.8112 -2.4112 -0.7688
C 3.8157 0.4876 -2.4649
H 2.3572 1.7892 -1.5588
C 4.2393 -0.8196 -2.6158
H 3.8970 -2.8785 -2.1357
H 4.3115 1.3308 -2.9335
H 5.1277 -1.0099 -3.2270
C -2.2690 -4.0274 3.6119
N -1.3337 -3.1412 2.9695
C -0.2916 -2.5534 3.7710
C -1.3844 -2.9381 1.6305
C -2.3337 -3.7759 0.8358
O -0.5548 -2.1463 1.1023
H -2.0028 -4.0793 4.6805
H -2.1977 -5.0124 3.1130
H -3.2925 -3.6616 3.4561
H 0.7134 -2.7478 3.3847
H -0.3784 -1.4538 3.8608
H -0.3734 -2.9884 4.7687
H -3.3927 -3.6977 1.1101
H -2.2087 -3.4288 -0.1930
H -2.0153 -4.8236 0.8586

Calculated values
charge	+1
⟨S²⟩	2.01
multiplicity	3
LUMO energy (alpha / beta)	-0.115 / -0.125	Ha
Kohn-Sham gap (alpha / beta)	7.9039 / 7.6613	eV
E_tot	-31896.7615	eV

=====

C25H39BFeN6O5S3 | wB97M-V/def2-TZVPD

Atoms and positions in Å:
Fe -0.6938 1.0150 0.2917
C -2.9847 -3.8656 -1.3607
C -2.4304 -3.7963 0.0631
C -3.1653 -2.7616 0.9172
C -2.6122 -5.1726 0.7026
N -0.9732 -3.4586 0.0368
C 0.0073 -4.2333 0.6439
C 1.1752 -3.5973 0.4780
N 0.9359 -2.4349 -0.2253
B 2.1279 -1.4604 -0.4333
N 2.4780 -0.6843 0.8614
C 3.7618 -0.2007 1.0135
C 3.7838 0.5792 2.1002
N 2.5031 0.5758 2.6439
C 1.7102 -0.2177 1.8761
S 0.0326 -0.5548 2.0793
C 2.2053 1.4697 3.8166
C 0.8175 1.2822 4.4202
C 3.2361 1.1716 4.9116
C 2.3236 2.9109 3.3152
N 1.8978 -0.5428 -1.6705
C 1.9553 -1.1443 -2.9101
C 1.6717 -0.2202 -3.8339
N 1.4301 0.9754 -3.1646
C 1.5945 0.7680 -1.8262
S 1.4664 1.9266 -0.5534
C 1.0624 2.1876 -3.9671
C 2.2542 2.5316 -4.8627
C -0.1689 1.8202 -4.8080
C 0.7041 3.4130 -3.1338
C -0.3875 -2.3462 -0.4935
S -1.1887 -1.0483 -1.2933
H -4.0384 -4.1497 -1.3206
H -2.4440 -4.6207 -1.9378
H -2.9004 -2.9089 -1.8701
H -4.2268 -3.0175 0.9645
H -3.0579 -1.7598 0.5059
H -2.7610 -2.7620 1.9327
H -3.6701 -5.4273 0.6512
H -2.3172 -5.1758 1.7540
H -2.0561 -5.9463 0.1688
H -0.2008 -5.1572 1.1478
H 2.1658 -3.8597 0.8117
H 3.0939 -2.1407 -0.6955
H 4.5413 -0.4333 0.3073
H 4.5891 1.1622 2.5060
H 0.6333 0.2500 4.7147
H 0.0308 1.6021 3.7416
H 0.7746 1.9117 5.3115
H 3.1674 0.1266 5.2209
H 3.0259 1.8026 5.7756
H 4.2591 1.3728 4.5956
H 1.5954 3.0874 2.5205
H 3.3230 3.1267 2.9307
H 2.1110 3.5996 4.1346
H 2.1743 -2.1934 -3.0208
H 1.6078 -0.3136 -4.9021
H 2.5111 1.7106 -5.5341
H 3.1282 2.7652 -4.2519
H 2.0113 3.4061 -5.4694
H 0.0429 1.0501 -5.5500
H -0.5260 2.7062 -5.3345
H -0.9554 1.4584 -4.1416
H 1.5463 3.7756 -2.5504
H -0.1223 3.2135 -2.4552
H 0.4037 4.1945 -3.8355
O -3.9876 1.5108 -2.3683
C -3.1626 1.5626 -1.3283
O -1.9926 1.8514 -1.4256
C -3.8587 1.2904 -0.0165
O -2.9644 0.6710 0.8714
C -3.0500 1.1818 2.2104
C -2.1741 2.4293 2.3883
O -2.4172 3.1635 3.3321
O -1.2383 2.5329 1.5177
H -3.4833 1.7292 -3.1648
H -4.7372 0.6687 -0.1885
H -4.1833 2.2644 0.3654
H -2.6592 0.4020 2.8625
H -4.0815 1.3989 2.4835

Calculated values
charge	0
⟨S²⟩	6.01
multiplicity	5
LUMO energy (alpha / beta)	0.013 / 0.013	Ha
Kohn-Sham gap (alpha / beta)	7.7166 / 7.8610	eV
E_tot	-113312.4658	eV

=====

C25H39Br2F6N3O5S | wB97M-V/def2-TZVPD

Atoms and positions in Å:
C -1.7452 1.9030 -0.1987
C -2.0019 0.7701 -0.3497
N -2.3362 -0.5407 -0.1623
C -1.4282 -1.4953 0.0297
N -0.1003 -1.1576 0.0554
C 0.5371 -1.5023 1.4030
C 0.8240 -0.2181 2.1244
C 1.6717 0.7710 1.3154
C 2.7756 0.1458 0.4792
C 3.4671 1.1595 -0.4596
C 3.4093 0.8164 -1.9515
C 2.3340 1.5936 -2.7280
C 0.9550 1.0405 -2.4343
C -0.1642 1.6466 -3.2998
C -0.3805 3.1161 -2.9448
C -1.7937 3.7048 -3.1938
C -2.7603 2.8637 -4.0093
C -4.1438 3.5265 -3.9837
O -4.9935 3.1328 -5.0350
C -5.3216 1.7744 -4.9969
C -0.3597 -2.4654 2.1795
C 0.2818 -3.0467 3.4280
Br 1.1171 -4.7523 3.3359
C 0.2257 -2.4089 4.6043
C -0.4300 -1.0954 4.8813
Br 0.9992 -3.1511 6.1613
C -0.9068 -3.5140 1.1647
C 0.1271 -4.2494 0.2963
O -0.2328 -5.6389 0.2107
C -0.6135 -6.0616 -1.0138
F 0.3981 -5.9822 -1.9251
F -1.6417 -5.3047 -1.5150
F -1.0300 -7.3451 -0.9207
N -1.8119 -2.7569 0.2424
H -1.5777 2.9554 -0.1760
H -3.3126 -0.7957 -0.1639
H 0.4091 -1.6751 -0.6520
H 1.4811 -2.0065 1.2231
H 1.3365 -0.3961 3.0626
H -0.1277 0.2588 2.3686
H 1.0411 1.4556 0.7525
H 2.1863 1.3836 2.0406
H 2.4482 -0.6889 -0.1397
H 3.5320 -0.2259 1.1652
H 3.0348 2.1468 -0.3032
H 4.5087 1.2334 -0.1669
H 3.1712 -0.2432 -2.0696
H 4.3777 0.9450 -2.4258
H 2.4252 2.6328 -2.4208
H 2.5575 1.5023 -3.7889
H 0.6813 1.2060 -1.3949
H 0.9808 -0.0366 -2.6174
H 0.1600 1.5723 -4.3352
H -1.0533 1.0498 -3.1300
H 0.3386 3.7335 -3.4716
H -0.1436 3.2448 -1.8887
H -1.6647 4.6361 -3.7427
H -2.2756 3.9954 -2.2623
H -2.4585 2.7735 -5.0499
H -2.8858 1.8747 -3.5818
H -4.6210 3.2486 -3.0336
H -4.0606 4.6075 -3.9823
H -4.5274 1.1448 -5.4015
H -6.2049 1.6109 -5.6045
H -5.5464 1.4375 -3.9803
H -1.2495 -1.9486 2.5419
H -0.6801 -1.0434 5.9335
H 0.2213 -0.2481 4.6828
H -1.3653 -0.9797 4.3385
H -1.4996 -4.2728 1.6583
H 0.1713 -3.8264 -0.7010
H 1.1188 -4.2160 0.7138
H -2.7926 -2.8634 0.4752
C 3.7975 1.1208 6.3433
F 5.0990 0.8994 6.1333
F 3.3203 0.0993 7.0694
F 3.6802 2.2322 7.0741
S 2.8908 1.2804 4.7553
O 3.1179 0.0050 4.0932
O 3.5201 2.4082 4.1117
O 1.5124 1.4938 5.1587

Calculated values
charge	0
LUMO energy	-0.061	Ha
Kohn-Sham gap	6.8556	eV
E_tot	-208486.5629	eV